Computed, not measured: a molecular structure, C49H61IrN4P2SeSi, with wB97M-V/def2-TZVPD.

Results
Orbital gap (spin up / spin down) = 4.7 / 4.8 eV
Lowest unoccupied orbital energy (spin up / spin down) = -11.2 / -11.2 eV

```
! RIJCOSX wB97M-V def2-TZVPD def2/J DEFGRID3
* xyz 3 2
Ir -0.5725 0.2649 -0.3072
C 2.9350 -1.2999 0.6379
Si 1.8209 0.1697 0.0680
C 2.2295 1.5478 1.3656
C 3.3860 2.2746 1.1203
C 3.8812 3.1799 2.0440
C 3.2154 3.3592 3.2429
C 2.0415 2.6675 3.4880
C 1.5332 1.7613 2.5585
P -0.0570 0.9088 2.9282
C -1.3686 1.7938 3.9808
C -1.1008 2.0975 5.4743
C -0.5961 3.4994 5.8113
C -1.3118 4.6041 5.0475
C -1.3077 4.2969 3.5532
C -2.0399 2.9849 3.3077
C 0.2734 -0.5843 4.0284
C 0.4417 -1.8779 3.2263
C 0.8001 -3.0372 4.1535
C 2.1115 -2.7909 4.9081
C 2.5828 -1.3459 4.8076
C 1.4405 -0.3612 5.0101
C 2.4843 0.3569 -1.7625
C 3.8628 0.3140 -1.9448
C 4.4183 0.1647 -3.2038
C 3.6020 0.0297 -4.3105
C 2.2308 0.1095 -4.1577
C 1.6670 0.2893 -2.8967
P -0.1228 0.6288 -2.7720
C -0.1167 2.3711 -3.5132
C -1.2461 3.2453 -2.9556
C -1.4295 4.5097 -3.8161
C -0.1046 4.9771 -4.4012
C 0.4434 3.9192 -5.3628
C -0.0966 2.5213 -5.0346
C -1.0384 -0.7151 -3.7234
C -1.0003 -0.7008 -5.2607
C -2.1493 -1.5308 -5.8304
C -3.4931 -0.8663 -5.5316
C -3.4370 -0.0871 -4.2163
C -2.4988 -0.7785 -3.2350
H 3.9553 -1.1307 0.3040
H 2.6197 -2.2486 0.2132
H 2.9833 -1.4088 1.7153
H 3.9078 2.1424 0.1892
H 4.7736 3.7405 1.8222
H 3.5984 4.0464 3.9811
H 1.5221 2.8313 4.4177
H -2.1029 0.9700 3.9642
H -0.4362 1.3552 5.9155
H -2.0701 1.9757 5.9653
H 0.4773 3.5905 5.6415
H -0.7400 3.6490 6.8831
H -0.8153 5.5555 5.2372
H -2.3447 4.6906 5.3901
H -0.2820 4.2251 3.1821
H -1.8140 5.0968 3.0124
H -2.1492 2.7954 2.2403
H -3.0471 3.0748 3.7235
H -0.6610 -0.6909 4.5922
H 1.2177 -1.7581 2.4761
H -0.4931 -2.0997 2.7057
H 0.8758 -3.9569 3.5726
H -0.0177 -3.1846 4.8603
H 2.8996 -3.4474 4.5373
H 1.9751 -3.0545 5.9592
H 3.0592 -1.1593 3.8413
H 3.3460 -1.1596 5.5651
H 1.8398 0.6496 4.9312
H 1.0673 -0.4837 6.0282
H 4.5270 0.3926 -1.0994
H 5.4899 0.1345 -3.3134
H 4.0208 -0.1246 -5.2916
H 1.5958 0.0169 -5.0240
H 0.8431 2.7497 -3.1358
H -0.9996 3.5353 -1.9350
H -2.1883 2.6903 -2.9283
H -1.8801 5.2982 -3.2130
H -2.1082 4.2981 -4.6456
H 0.6085 5.1830 -3.5976
H -0.2488 5.9227 -4.9287
H 1.5347 3.9129 -5.3408
H 0.1477 4.1564 -6.3883
H 0.5261 1.7830 -5.5342
H -1.1141 2.4334 -5.4144
H -0.5130 -1.6159 -3.3709
H -0.0545 -1.1022 -5.6214
H -1.1210 0.3087 -5.6440
H -2.1111 -2.5411 -5.4169
H -2.0185 -1.6281 -6.9089
H -4.2766 -1.6255 -5.4910
H -3.7671 -0.1862 -6.3407
H -4.4365 -0.0030 -3.7887
H -3.0770 0.9309 -4.3900
H -2.8031 -1.8226 -3.1338
H -2.5885 -0.3090 -2.2519
Se -8.2697 -0.6842 0.1603
N -6.9131 -1.7768 0.3333
C -5.7824 -1.0999 0.2895
C -4.4724 -1.6820 0.3331
C -4.2497 -3.0560 0.4280
C -2.9458 -3.5251 0.3880
C -1.9056 -2.6199 0.2206
N -2.0975 -1.3080 0.1308
C -3.3579 -0.8165 0.2125
C -3.5288 0.6060 0.1282
N -2.4148 1.3788 0.0901
C -2.5537 2.7050 0.0552
C -3.7843 3.3433 -0.0079
C -4.9359 2.5753 -0.0120
C -4.8172 1.1882 0.0767
C -5.9512 0.3136 0.1285
N -7.2084 0.7024 0.0383
H -5.0974 -3.7213 0.5070
H -2.7314 -4.5781 0.4610
H -0.8823 -2.9657 0.1495
H -1.6384 3.2835 0.0732
H -3.8343 4.4188 -0.0409
H -5.9175 3.0156 -0.0729
*
```

Atom charges from the Löwdin analysis, given in e for atoms 1 to 6: number 1, Ir, carries 1.029; number 2, C, carries -0.149; number 3, Si, carries 0.627; number 4, C, carries -0.298; number 5, C, carries -0.075; number 6, C, carries -0.019

Computed, not measured: a molecular structure, C49H63AsN6OTeV, with wB97M-V/def2-TZVPD.

Results
Orbital gap (spin up / spin down) = 6.3 / 5.4 eV
Lowest unoccupied orbital energy (spin up / spin down) = -5.6 / -6.6 eV

```
! RIJCOSX wB97M-V def2-TZVPD def2/J DEFGRID3
* xyz 2 2
V 1.1338 0.4595 -1.1960
C 1.4205 -0.5940 -5.3852
C 1.3171 -0.5815 -3.8959
N 1.8282 0.3119 -3.1235
C 2.6941 1.3795 -3.5936
C 3.7577 1.4931 -2.5174
N 3.0938 1.5820 -1.2034
C 2.8168 2.9574 -0.7603
C 2.1039 2.8335 0.5651
N 0.9072 1.9926 0.3659
C 0.4300 1.3597 1.6067
C 1.2077 0.0652 1.7836
N 1.0682 -0.6567 0.5228
C 0.5823 -1.8613 0.4708
C 0.2033 -2.6831 1.6618
C 0.3988 -2.3183 -0.8911
C -0.1393 -3.5311 -1.3152
C -0.2943 -3.7697 -2.6693
C 0.1258 -2.8085 -3.5813
C 0.6816 -1.6283 -3.1182
N 0.7843 -1.3816 -1.7841
H 1.2306 0.3984 -5.7908
H 0.7044 -1.2821 -5.8255
H 2.4195 -0.9040 -5.6983
H 2.1063 2.2949 -3.6847
H 3.1399 1.1474 -4.5617
H 4.4213 2.3448 -2.6871
H 4.3586 0.5813 -2.5097
H 3.6991 1.1287 -0.5162
H 2.1707 3.4349 -1.4979
H 3.7347 3.5445 -0.6642
H 1.8384 3.8061 0.9864
H 2.7569 2.3295 1.2828
H 0.1769 2.5623 -0.0508
H -0.6250 1.1159 1.4660
H 0.5297 2.0228 2.4717
H 0.8419 -0.4982 2.6416
H 2.2739 0.2612 1.9378
H 0.9822 -2.6570 2.4227
H 0.0449 -3.7220 1.3865
H -0.7236 -2.3116 2.1093
H -0.4371 -4.2778 -0.5935
H -0.7180 -4.7009 -3.0155
H 0.0384 -2.9875 -4.6431
C 4.7675 -1.2844 2.1588
As 4.5149 -1.3376 0.2176
C 4.4997 -3.2800 0.0174
C 6.3678 -0.9679 -0.3953
C 7.4579 -1.5367 0.4536
C 8.0005 -0.7984 1.5018
C 8.9970 -1.3311 2.3028
C 9.4679 -2.6147 2.0676
C 8.9385 -3.3586 1.0240
C 7.9410 -2.8229 0.2235
H 5.6693 -1.8242 2.4446
H 3.9074 -1.7559 2.6362
H 4.8464 -0.2570 2.5151
H 5.3415 -3.7226 0.5479
H 4.5527 -3.5463 -1.0376
H 3.5710 -3.6763 0.4285
H 6.4620 0.1177 -0.4752
H 6.4127 -1.3747 -1.4087
H 7.6481 0.2102 1.6849
H 9.4111 -0.7422 3.1094
H 10.2527 -3.0272 2.6856
H 9.3092 -4.3552 0.8259
H 7.5490 -3.4033 -0.6038
C -7.3126 4.7751 1.2531
C -6.3101 3.6995 0.9583
C -4.9740 4.0020 0.7343
C -4.0297 3.0183 0.4718
C -2.6071 3.4362 0.2265
C -4.4566 1.6873 0.4360
Te -3.1444 0.0608 0.0518
N -0.8538 0.5224 -1.2511
C -0.8206 1.5062 -2.1017
O 0.3233 2.1323 -2.2349
C -1.9665 1.9411 -2.9312
C -2.9721 1.0356 -3.2620
C -4.0446 1.4436 -4.0400
C -4.1102 2.7532 -4.4936
C -3.0981 3.6530 -4.1826
C -2.0229 3.2474 -3.4112
C -3.2110 -0.9507 1.9123
C -3.3933 -2.3407 1.8007
C -3.4049 -3.0638 0.4810
C -3.5973 -3.0785 2.9586
C -3.6022 -2.4871 4.2154
C -3.8466 -3.2954 5.4542
C -3.3524 -1.1231 4.2981
C -3.1359 -0.3361 3.1718
C -2.7876 1.1049 3.3978
C -5.8026 1.3451 0.6149
C -6.3243 -0.0639 0.5639
C -6.7025 2.3708 0.8839
H -6.8327 5.7434 1.3777
H -7.8678 4.5483 2.1629
H -8.0372 4.8580 0.4425
H -4.6554 5.0367 0.7629
H -2.5288 4.5222 0.2195
H -2.2510 3.0720 -0.7358
H -1.9424 3.0624 1.0105
H -2.8880 0.0036 -2.9425
H -4.8218 0.7387 -4.3037
H -4.9441 3.0709 -5.1041
H -3.1477 4.6689 -4.5483
H -1.2246 3.9364 -3.1692
H -2.5582 -2.7860 -0.1522
H -4.3141 -2.8558 -0.0875
H -3.3598 -4.1390 0.6464
H -3.7701 -4.1447 2.8762
H -4.1586 -4.3093 5.2141
H -4.6196 -2.8348 6.0687
H -2.9423 -3.3539 6.0613
H -3.3183 -0.6516 5.2734
H -3.4243 1.5392 4.1678
H -2.8952 1.7113 2.5063
H -1.7559 1.1856 3.7505
H -5.7977 -0.6831 -0.1663
H -7.3776 -0.0639 0.2890
H -6.2328 -0.5510 1.5378
H -7.7455 2.1174 1.0331
*
```

Atom charges from the Löwdin analysis, given in e for atoms 1 to 6: number 1, V, carries 0.940; number 2, C, carries 0.021; number 3, C, carries -0.225; number 4, N, carries -0.025; number 5, C, carries -0.147; number 6, C, carries -0.156

Number 1: strongest force on any atom 2.71 eV/A. Number 2: strongest force on any atom 2.17 eV/A.